The following is a quantum chemistry calculation of one molecule with the formula C3H3ClO, from OMol25.

## Properties
* 2S+1: 1
* electronic energy: -17727.285 eV
* HOMO energy: -9.75 eV
* ΔE to the lowest compared entry with this formula, charge and spin: 112.26 kJ/mol
* frontier orbital gap: 9.728 eV
* SMILES: O=C1C[C@H]1Cl
* net charge: 0

```
8
Properties=species:S:1:pos:R:3:lowdin_charge:R:1
C -0.0828 -0.9540 0.0028 -0.4358
C -0.6979 0.2699 0.4354 -0.0664
C 0.4472 0.2899 -0.5541 -0.5217
O -0.0161 -2.1490 0.0432 0.1401
Cl 2.0872 0.8081 0.0822 0.5548
H -1.7341 0.4493 0.0445 0.1451
H -0.4865 0.5235 1.4485 0.1077
H 0.4830 0.7625 -1.5024 0.0762
```